# 1
This record from the Open Molecules 2025 dataset describes C6H10N2 as an isolated structure. The level of theory is the ωB97M-V functional and the def2-TZVPD basis.

Geometry as XYZ:
```
18
Properties=species:S:1:pos:R:3:lowdin_charge:R:1
C -0.63 -0.16 0.17 -0.473
C -0.20 0.97 1.18 -0.032
C 0.43 1.47 -0.15 -0.067
C -0.72 0.78 -0.94 -0.144
C 1.53 0.06 -0.62 -0.130
C 0.68 -1.02 -0.33 -0.197
H -1.84 -1.87 -0.62 0.138
H -1.82 -1.83 0.76 0.065
H 0.52 0.72 1.94 0.089
H -1.09 1.36 1.68 0.124
H 0.87 2.39 -0.15 0.074
H -0.83 0.41 -2.00 0.151
H -1.55 1.31 -0.81 0.064
H 2.27 0.14 -1.42 0.124
H 1.75 -0.88 1.38 0.013
H 0.52 -1.99 -0.66 0.106
N -1.90 -0.98 0.13 0.019
N 2.00 -0.89 0.47 0.075
```

## Properties
Orbital gap: 10.11 eV
E_HOMO: -9.15 eV
LUMO level: 0.035 Eh

---

# 2
This record from the Open Molecules 2025 dataset describes C6H10N2 as an isolated structure. The level of theory is the ωB97M-V functional and the def2-TZVPD basis.

Geometry as XYZ:
```
18
Properties=species:S:1:pos:R:3:lowdin_charge:R:1
C -1.11 1.10 -0.72 -0.332
C -1.11 -0.29 -0.05 -0.291
C 0.27 -1.97 0.54 -0.080
C 0.01 -0.51 1.02 -0.413
C 1.14 0.38 0.75 -0.190
C 2.09 1.20 0.85 0.078
H 0.82 0.14 -1.40 0.141
H 0.88 2.22 -1.10 0.175
H -2.20 1.63 -1.27 0.158
H -0.97 1.92 0.07 0.086
H -2.32 -0.47 0.29 0.193
H -0.66 -1.80 -1.53 0.113
H -0.90 -2.30 1.15 0.174
H 1.25 -2.51 0.92 0.137
H -0.43 -0.35 2.15 0.181
H 3.18 1.67 0.77 0.085
N 0.15 1.18 -1.58 -0.160
N -0.10 -1.22 -0.86 -0.055
```

## Properties
Orbital gap: 8.61 eV
E_HOMO: -7.87 eV
LUMO level: 0.027 Eh

---

# 3
This record from the Open Molecules 2025 dataset describes C6H10N2 as an isolated structure. The level of theory is the ωB97M-V functional and the def2-TZVPD basis.

Geometry as XYZ:
```
18
Properties=species:S:1:pos:R:3:lowdin_charge:R:1
C -0.99 0.66 -1.42 -0.342
C -0.45 0.52 -0.05 -0.417
C 1.04 -0.27 1.82 -0.193
C 0.52 -1.53 1.38 -0.110
C -0.03 -1.78 0.03 -0.032
C -0.09 -0.56 -0.86 -0.244
H -1.11 1.53 -3.48 0.191
H -0.53 2.52 -1.61 0.198
H -2.03 0.65 -1.51 0.094
H -1.41 0.19 0.43 0.158
H 0.03 1.34 1.61 0.110
H 2.05 -0.17 1.92 0.063
H 0.82 -0.09 2.88 0.104
H 0.97 -2.31 2.10 0.123
H -0.12 -2.98 -0.17 0.127
H 0.90 -0.30 -1.44 0.172
N -0.30 1.52 -2.42 -0.051
N 0.73 1.05 0.79 0.049
```

## Properties
Orbital gap: 9.09 eV
E_HOMO: -8.51 eV
LUMO level: 0.021 Eh

---

# 4
This record from the Open Molecules 2025 dataset describes a 2-piece molecular cluster, C6H10N2 overall. The level of theory is the ωB97M-V functional and the def2-TZVPD basis.

Geometry as XYZ:
```
18
Properties=species:S:1:pos:R:3:lowdin_charge:R:1
C -2.35 1.32 -1.86 0.042
C 0.28 -1.85 -0.10 -0.030
C 2.99 -0.04 1.02 -0.171
C -1.81 0.28 -1.26 -0.182
C -0.04 -0.63 -0.29 -0.176
C -1.04 1.25 0.84 0.017
N 3.15 -1.23 1.48 0.000
N -0.94 0.33 -0.15 -0.208
H -3.03 1.15 -2.65 0.055
H -1.95 2.30 -1.47 0.089
H 1.12 -2.32 -0.63 0.064
H -0.41 -2.50 0.52 0.079
H 3.76 0.50 0.28 0.098
H 2.01 0.51 1.10 0.042
H -2.14 -0.77 -1.57 0.149
H 2.51 -1.33 2.26 0.032
H -1.78 1.98 0.78 0.028
H -0.33 1.07 1.69 0.073
```

## Properties
Orbital gap (alpha / beta): 7.56 / 7.53 eV
E_HOMO (alpha / beta): -7.13 / -7.11 eV
LUMO level (alpha / beta): 0.016 / 0.016 Eh

---

# 5
This record from the Open Molecules 2025 dataset describes a 2-piece molecular cluster, C6H10N2 overall. The level of theory is the ωB97M-V functional and the def2-TZVPD basis.

Geometry as XYZ:
```
18
Properties=species:S:1:pos:R:3:lowdin_charge:R:1
C -2.42 -1.17 -0.16 -0.260
C 1.14 -0.39 -0.71 -0.183
C 1.07 0.83 -1.24 -0.098
C 0.71 2.02 -0.53 -0.092
C 0.48 1.86 0.80 -0.043
C 0.79 0.47 1.37 -0.110
H -0.78 -2.09 0.42 -0.017
H -1.96 -3.10 0.31 0.088
H -3.17 -1.33 -0.89 0.040
H -3.19 -0.87 0.69 0.099
H -1.91 -0.22 -0.44 0.069
H 1.60 -1.15 -1.27 0.099
H 1.25 0.95 -2.29 0.099
H 0.46 2.98 -1.11 0.132
H 0.43 2.69 1.51 0.087
H 0.89 0.11 2.44 0.120
N -1.56 -2.25 -0.10 -0.042
N 0.96 -0.56 0.59 0.012
```

## Properties
Structure (SMILES): c1ccncc1.CN
Orbital gap: 9.72 eV
E_HOMO: -8.73 eV
LUMO level: 0.036 Eh

---

# 6
This record from the Open Molecules 2025 dataset describes C6H10N2 as an isolated structure. The level of theory is the ωB97M-V functional and the def2-TZVPD basis.

Geometry as XYZ:
```
18
Properties=species:S:1:pos:R:3:lowdin_charge:R:1
C -0.84 0.22 0.24 -0.364
C -1.70 -0.09 -1.09 0.069
C -0.10 0.02 -1.19 -0.223
C 1.60 0.17 0.36 -0.130
C 0.35 -0.51 0.73 -0.479
C 0.34 -1.66 1.31 0.012
H -1.10 2.35 -0.35 0.183
H -1.86 1.56 1.33 0.172
H -2.14 0.87 -1.25 0.063
H -2.15 -0.86 -1.54 0.045
H 0.20 -1.06 -0.84 0.143
H 1.80 0.45 -1.70 0.084
H 2.62 -0.30 0.42 0.127
H 1.78 0.95 1.22 0.143
H 1.34 -1.98 1.23 0.037
H -0.50 -2.54 1.41 0.133
N -0.77 1.68 0.71 -0.003
N 1.14 0.73 -1.01 -0.011
```

## Properties
Orbital gap: 8.97 eV
E_HOMO: -8.13 eV
LUMO level: 0.031 Eh